# 1
The following is a quantum chemistry calculation of a molecular structure, C20H46Cs2N6O14S2 in a non-equilibrium geometry, from the Open Molecules 2025 dataset.

Geometry as XYZ:
```
90
Properties=species:S:1:pos:R:3:mulliken_charge:R:1
H 23.269 -21.585 7.279 0.25
Cs 19.571 -21.595 -0.885 0.98
N 17.307 -16.699 11.711 -0.18
C 18.464 -16.563 10.864 -0.90
C 11.557 -14.379 3.870 -0.86
H 12.140 -14.560 4.773 0.32
H 18.131 -24.206 5.042 0.23
H 13.731 -19.225 5.795 0.28
N 23.351 -20.727 9.121 -0.16
H 11.298 -13.322 3.810 0.27
H 10.603 -14.889 4.010 0.29
H 24.548 -19.710 1.590 0.31
S 18.260 -17.258 2.586 1.12
C 19.996 -12.598 -1.061 -0.88
H 21.802 -20.693 7.687 0.28
H 23.832 -15.130 -1.880 0.28
O 14.092 -20.818 7.904 -0.33
H 15.471 -17.188 13.364 0.30
O 19.400 -17.254 1.667 -0.76
H 24.828 -21.422 11.473 0.32
O 10.199 -14.818 1.469 -0.65
H 14.551 -17.839 6.708 0.31
O 15.801 -15.381 10.654 -0.67
N 20.948 -13.706 -1.318 -0.19
C 14.093 -18.827 6.743 -0.36
H 23.359 -20.714 12.015 0.30
C 15.027 -16.691 12.502 -1.00
H 25.992 -18.883 1.027 0.32
H 16.204 -22.477 2.983 0.22
H 14.335 -15.892 12.770 0.29
H 13.117 -15.188 2.642 0.25
H 20.748 -14.602 -0.897 0.18
H 24.112 -15.428 4.041 0.26
H 23.239 -15.323 2.523 0.31
H 23.906 -19.926 9.389 0.25
C 11.399 -15.069 1.504 0.68
O 11.744 -20.755 6.831 -0.52
C 15.003 -19.876 7.320 -0.13
H 18.951 -12.885 -1.180 0.34
C 22.859 -14.914 -2.320 -0.96
H 14.281 -23.270 1.695 0.26
C 14.448 -23.506 2.746 -0.84
N 24.351 -17.647 1.823 -0.17
H 12.892 -16.185 0.490 0.36
H 24.897 -14.594 2.726 0.28
C 22.887 -20.700 7.788 -0.84
O 17.647 -18.591 2.524 -0.79
O 17.237 -16.278 2.321 -0.75
C 25.021 -16.664 2.473 0.69
H 20.109 -12.209 -0.049 0.25
H 11.475 -15.604 -0.526 0.28
C 17.995 -24.018 3.977 -0.98
O 22.436 -22.673 9.798 -0.62
C 16.586 -24.366 3.504 0.78
H 15.744 -19.620 8.078 0.25
O 22.516 -12.520 -2.304 -0.63
C 12.204 -15.375 0.252 -1.02
N 15.811 -23.399 3.101 -0.18
C 16.098 -16.188 11.528 0.79
O 13.027 -18.742 7.687 -0.31
C 24.910 -18.795 1.122 -0.87
H 18.611 -17.507 10.338 0.32
C 24.232 -15.426 2.958 -0.94
O 18.737 -17.037 3.944 -0.80
H 20.040 -11.821 -1.823 0.32
C 22.154 -13.604 -1.937 0.73
H 14.051 -24.463 3.084 0.32
H 18.267 -15.860 10.055 0.31
N 12.134 -14.960 2.601 -0.18
H 17.421 -17.318 12.501 0.19
H 18.263 -22.986 3.749 0.30
C 23.097 -21.675 10.026 0.67
H 19.382 -16.210 11.333 0.30
H 23.347 -17.586 1.916 0.19
H 15.503 -20.338 6.469 0.22
O 11.974 -20.414 9.319 -0.53
H 24.510 -18.906 0.114 0.28
C 23.745 -21.531 11.406 -1.10
H 23.228 -19.774 7.325 0.33
O 26.254 -16.729 2.708 -0.67
H 14.360 -17.467 12.126 0.25
H 23.134 -14.877 -3.374 0.27
H 22.255 -15.796 -2.104 0.27
H 13.923 -22.761 3.342 0.28
O 16.198 -25.538 3.524 -0.68
S 12.510 -20.271 7.965 1.11
H 23.558 -22.398 12.040 0.32
H 12.706 -14.433 0.032 0.26
H 18.790 -24.601 3.513 0.28
Cs 17.413 -12.660 5.754 0.99
```

## Properties
HOMO-LUMO gap (Ha): 0.1319
Relative energy (zero: lowest compared OMol25 entry of this formula, charge and spin) (kJ/mol): 0.0
Highest occupied orbital energy (hartree): -0.1894
Strongest force on any atom (eV/A): 3.79
E_tot (a.u.): -3008.1116

---

# 2
The following is a quantum chemistry calculation of 4 unconnected molecules or ions with the total composition C27H59FNO6PS2 in a non-equilibrium geometry, from the Open Molecules 2025 dataset.

Geometry as XYZ:
```
97
Properties=species:S:1:pos:R:3:mulliken_charge:R:1
H 4.288 2.019 3.031 0.22
H -9.751 -3.201 -1.530 0.38
C -1.744 -5.929 1.497 -1.19
S 3.720 4.689 -3.093 1.20
H -7.383 -4.668 -2.806 0.28
H -6.741 -2.711 -3.890 0.33
H 4.727 1.675 -2.291 -0.04
H 5.573 -0.349 -1.970 0.28
H -3.295 -2.627 -0.407 0.04
C 0.124 1.830 -0.527 -0.63
H -2.304 -0.503 0.688 0.01
O 1.309 1.187 -2.674 -0.27
H -1.115 -6.530 2.159 0.39
H -0.709 -1.324 -3.955 0.33
H 4.468 -0.230 -4.355 0.33
H -6.111 0.394 -1.852 0.25
H -3.538 -2.994 2.000 0.32
C 4.831 4.063 3.349 -1.21
O 3.775 2.122 -4.200 -0.44
C 1.491 0.895 1.744 0.18
H 5.391 4.690 4.046 0.31
C -5.956 -1.750 -2.139 0.23
H -1.150 -5.679 0.615 0.27
H 6.844 3.001 5.724 0.24
H -0.909 -2.071 -0.663 -0.23
H -5.951 -2.651 -1.519 0.13
H 5.837 5.325 -2.022 0.37
C 5.356 4.344 -2.343 -0.87
C -3.159 -3.811 1.377 -0.83
C 6.227 2.727 6.585 -0.36
H 4.689 4.175 6.202 0.33
H 3.131 3.765 -5.248 0.46
C 4.007 -0.135 -3.316 -0.75
H 5.858 0.967 7.798 0.29
C -8.449 -2.026 -2.762 -0.75
H -0.489 -2.974 0.776 0.37
H -7.096 -0.552 -0.721 0.39
C 6.434 1.255 6.915 -1.17
H 5.836 2.219 3.827 0.26
H -0.941 2.019 -0.211 0.47
H 2.973 -0.607 -3.415 0.17
H -4.967 -1.691 -2.606 0.16
O -1.148 1.266 -4.223 -0.50
H -1.366 -4.097 2.565 0.23
H 0.589 2.855 -0.709 0.38
H 6.139 0.609 6.085 0.27
H 4.116 -1.093 -1.538 0.33
H 4.054 1.315 5.331 0.33
H -2.291 -4.048 -0.585 0.33
C 3.060 3.350 -4.187 -0.29
H -2.768 -4.989 3.124 0.40
N 4.771 -0.896 -2.300 -0.60
H 7.489 1.060 7.124 0.37
H 5.308 4.153 2.369 0.34
C 2.551 1.528 -2.025 -0.58
H -5.347 -0.470 -0.511 0.23
O 2.680 5.086 -2.092 -0.62
H -8.105 -3.143 -0.934 0.24
H 6.036 3.684 -2.953 0.33
H -9.049 -4.687 -3.411 0.29
C 4.113 2.391 5.135 -0.65
H -8.666 -5.384 -1.833 0.37
H 3.816 4.459 3.267 0.30
C 4.763 3.091 6.331 -0.85
H 6.590 3.326 7.426 0.36
C -1.285 -2.379 0.316 0.18
O 3.913 5.904 -3.944 -0.69
C -8.703 -3.225 -1.847 -0.35
H 4.179 2.856 7.228 0.39
H 1.935 3.244 -4.011 0.12
H -2.589 -6.547 1.181 0.29
H -6.951 -0.976 -3.881 0.38
H 5.161 3.781 -1.367 0.23
H -9.100 -2.107 -3.641 0.40
C 3.828 1.435 -2.947 0.70
P -1.270 0.473 -2.751 0.60
H -1.867 -1.384 2.164 0.50
C -6.144 -0.522 -1.257 -1.18
O -1.211 -1.181 -3.124 -0.53
C 0.300 0.821 -1.740 0.68
C 4.814 2.606 3.792 -0.18
C -2.536 -3.232 0.103 -0.47
H -1.298 2.218 -4.025 0.38
H -4.036 -4.403 1.093 0.47
F 0.684 -0.447 -1.167 -0.32
H -8.762 -1.116 -2.242 0.31
H 3.077 2.738 5.054 0.42
H -0.628 -0.544 1.238 -0.43
C -7.005 -1.866 -3.245 -0.89
C -1.540 -1.132 1.152 -0.22
H 2.074 0.973 2.703 0.32
C -2.227 -4.679 2.223 -0.43
C 0.860 1.296 0.771 -0.69
S -2.942 0.759 -1.833 -0.39
H 2.773 0.895 -1.099 0.13
C -8.432 -4.565 -2.518 -1.19
H 2.465 2.593 -1.651 0.19
```

## Properties
HOMO-LUMO gap (Ha): 0.3536
SMILES string: C#CC[C@](F)(OC[C@@H](CN)OCS(C)(=O)=O)P(O)(O)=S.CCCCCC.CCCCCC.CCCCCC
Highest occupied orbital energy (hartree): -0.3517
Strongest force on any atom (eV/A): 6.27
E_tot (a.u.): -2807.8238

---

# 3
The following is a quantum chemistry calculation of 7 unconnected molecules or ions with the total composition C49H102N2O20PS in a non-equilibrium geometry, from the Open Molecules 2025 dataset.

Geometry as XYZ:
```
175
Properties=species:S:1:pos:R:3:mulliken_charge:R:1
H 0.155 4.343 -0.922 0.29
H -2.159 -9.834 6.305 0.37
C 0.532 2.184 0.938 0.99
H 3.060 7.415 -8.247 0.29
C 3.405 -6.070 -2.734 -0.24
H 4.487 9.242 1.852 0.29
C 5.180 -1.498 -4.392 -1.13
H 4.744 -2.172 0.464 0.38
C -1.655 -7.763 6.630 -0.20
H -2.102 -7.682 7.622 0.31
H 5.143 10.081 3.249 0.30
H 1.563 2.506 1.223 -0.41
O 4.445 8.219 3.668 -0.38
C 3.857 2.617 -0.677 0.67
H 2.276 9.046 -5.782 0.31
H -0.895 -3.280 2.034 0.05
C 3.779 7.176 3.175 0.75
C -10.165 4.178 1.892 -0.17
H 4.327 0.975 -2.021 0.88
H -9.243 2.190 -2.428 0.39
H -9.241 2.907 3.369 0.28
H 3.541 9.485 -6.917 0.30
H -8.327 1.052 -1.393 0.26
C 3.388 1.417 -1.596 0.27
C 5.449 2.597 -0.601 -1.55
H 1.140 -3.201 -2.554 0.00
H -7.111 -4.512 -2.646 0.30
C 0.360 -0.460 -1.769 0.05
C 3.546 6.554 -5.193 0.74
H -1.083 -2.088 -2.215 0.45
H -7.004 -2.259 -4.712 0.30
H 2.739 -1.859 -1.372 0.85
C -6.194 -1.488 -2.082 0.67
H 2.519 3.125 -2.832 0.04
H -3.830 -3.089 4.699 0.16
H 3.485 2.581 0.371 -0.92
C 4.749 -6.717 -3.006 -0.44
H -4.828 0.802 -2.285 0.32
H -1.733 -1.315 3.429 0.49
H -0.785 -1.229 6.384 0.39
H 3.619 5.091 -3.085 0.02
O -2.519 -0.251 5.661 -0.43
H 3.342 -5.094 -3.223 -0.42
O 3.582 -8.989 -3.789 -0.55
H 2.849 10.268 4.240 0.30
N 2.705 -0.916 -1.803 0.36
H -0.007 5.610 0.359 0.42
H -3.682 0.574 4.111 0.25
H -9.957 5.112 2.414 0.29
H 1.853 6.921 -7.070 0.30
H 2.154 5.156 3.794 0.32
H 3.931 -11.467 -3.405 0.30
C -0.032 -3.783 1.531 -0.65
C 4.246 -8.988 -2.788 0.77
H 5.830 3.619 -0.368 0.43
O -10.357 2.486 -0.174 -0.55
H -10.964 3.232 3.657 0.35
C -7.146 -3.456 -2.914 -0.16
H 1.815 -4.656 2.454 0.43
H -1.356 -2.680 4.617 -0.28
H -4.491 -3.860 6.145 0.34
O 3.844 6.884 -6.449 -0.37
H 2.171 9.511 2.809 0.31
H -0.701 -1.296 0.807 -0.24
C -5.059 0.379 -1.306 -0.56
C -2.910 -5.894 5.989 0.65
C 4.487 5.731 -3.248 -0.27
C 1.064 -3.128 3.827 -1.29
C 3.220 4.984 3.637 -0.45
H 3.094 1.724 -3.786 0.17
H 4.401 6.648 -2.665 0.35
C 1.300 -3.670 2.369 -0.09
S 2.828 -2.996 -4.266 -0.22
C -0.357 3.492 1.041 -0.67
H 5.943 -1.900 -5.092 0.35
H -1.865 -8.910 4.816 0.28
H 0.461 -2.372 -4.073 0.54
C -1.087 -1.661 4.269 0.22
H 1.482 4.511 0.259 0.07
C 2.778 7.487 -7.197 -0.16
H 3.237 -0.564 -4.769 0.00
H -10.460 2.095 2.400 0.31
H 2.070 -3.014 4.299 0.38
O -3.891 -6.292 6.553 -0.56
H 3.603 -0.200 3.028 0.51
H -1.809 -0.633 -1.479 0.12
H 5.378 5.196 -2.924 0.26
H 0.443 -1.337 2.698 -1.38
O 3.120 7.162 2.170 -0.56
H -2.941 1.768 5.318 0.28
H -4.250 0.627 -0.621 0.13
H -0.301 -4.862 1.465 0.49
C -6.934 -3.304 -4.407 -1.09
H 1.168 -2.869 -0.117 -0.51
C -4.049 -4.047 5.167 -0.69
H 5.548 -6.057 -2.665 0.31
C -8.345 2.051 -1.826 -0.57
C 3.002 10.117 3.170 -1.10
O 4.895 -7.938 -2.275 -0.36
O 4.646 6.042 -4.628 -0.36
H -0.454 0.205 5.363 0.44
H -0.596 -7.981 6.768 0.29
C -2.298 -8.869 5.817 -1.11
H 0.497 -3.839 4.473 0.35
H 3.410 1.520 2.372 0.20
H 1.543 1.639 -2.910 0.28
H -5.939 -3.655 -4.690 0.29
C 4.331 9.435 2.915 -0.15
H 0.977 -0.191 0.422 -0.50
H 3.414 4.703 2.601 0.09
C 1.312 -2.450 -3.366 -0.61
C 0.114 -3.195 0.059 0.74
H 0.180 1.486 1.740 -0.50
O -5.132 -1.044 -1.398 -0.25
C 2.598 8.944 -6.819 -1.10
O 3.958 6.143 4.006 -0.37
H 2.065 0.265 2.280 -0.35
H -0.322 3.884 2.088 0.36
P 3.851 -0.195 0.583 -0.21
C -1.159 -0.656 5.498 -0.96
H -3.369 -8.698 5.696 0.32
H 2.667 -11.064 -2.201 0.29
H -5.984 0.801 -0.916 0.29
H -0.186 -4.002 -0.656 0.29
C 2.649 0.245 -0.839 1.15
C 0.373 4.590 0.152 -0.93
H 3.509 -0.967 -2.444 0.05
C 2.595 2.018 -2.827 -1.59
H 5.236 -2.098 -3.454 0.32
C 1.075 0.322 -0.570 -0.62
H 1.954 -2.930 1.850 -0.29
H 3.540 4.168 4.283 0.29
O -8.254 3.034 -0.792 -0.38
H 3.820 -1.614 -6.106 0.58
H 3.252 -5.941 -1.659 0.32
N 0.403 1.602 -0.395 0.28
O -1.724 -6.505 5.943 -0.32
H -8.122 -3.077 -2.606 0.31
O 4.449 -10.031 -1.981 -0.34
H 4.081 -12.022 -1.731 0.23
O 2.483 6.700 -4.651 -0.56
H -1.948 1.005 4.037 -0.04
O 3.896 -1.879 0.817 -0.52
C 3.169 0.448 2.227 -0.22
O -7.065 -0.805 -2.550 -0.56
H -4.745 -4.595 4.532 0.31
H 1.031 -1.027 4.422 0.74
H 2.965 11.085 2.667 0.36
C 3.735 -11.207 -2.365 -0.63
H -0.075 0.401 -2.344 0.59
O -2.818 -4.764 5.278 -0.19
C -0.904 -1.996 -0.035 -0.39
H 1.850 9.416 -7.458 0.36
H 5.486 -0.451 -4.139 0.25
C 3.703 -1.550 -4.999 -0.15
C 0.416 -1.684 3.757 1.04
C -9.345 3.113 -0.024 0.74
H 0.592 2.266 -1.140 0.39
H -7.682 -3.873 -4.961 0.36
C -2.794 0.824 4.744 -0.33
O -9.102 3.997 0.947 -0.38
H -1.389 3.290 0.686 0.34
C 1.493 -1.057 -2.689 -0.78
C -0.921 -1.301 -1.434 -1.76
H 5.798 1.848 0.150 0.31
H -1.918 -2.437 0.140 0.64
H -11.119 4.301 1.375 0.31
H -7.475 2.166 -2.470 0.21
H 4.903 -6.888 -4.073 0.34
C -10.214 3.038 2.890 -1.09
H 1.528 -0.362 -3.558 0.53
O -6.099 -2.814 -2.171 -0.37
H 3.605 3.625 -1.074 0.46
H 2.587 -6.692 -3.101 0.38
H 5.909 2.308 -1.576 0.36
```

## Properties
HOMO-LUMO gap (Ha): 0.3302
Highest occupied orbital energy (hartree): -0.4165
Strongest force on any atom (eV/A): 2.67
Charge: +1
E_tot (a.u.): -4281.8246

---

# 4
The following is a quantum chemistry calculation of a molecular structure, C4H9BrN in a non-equilibrium geometry, from the Open Molecules 2025 dataset.

Geometry as XYZ:
```
15
Properties=species:S:1:pos:R:3:mulliken_charge:R:1
H -1.110 -2.302 -0.273 0.34
H -2.048 -1.386 -1.511 0.35
Br 1.500 0.472 -0.811 0.03
H 3.396 -0.367 0.561 0.32
H 2.944 1.073 0.975 0.27
C -1.833 -1.531 -0.481 -0.81
H -0.131 0.209 1.691 0.45
C 3.222 0.611 0.104 -0.70
H 3.929 1.088 -0.484 0.32
N -1.476 -0.322 0.137 0.12
H -2.456 1.537 0.240 0.26
C -1.563 1.001 -0.071 -0.33
H -1.070 1.370 -0.887 0.23
C -0.569 0.356 0.768 -0.20
H -2.737 -1.809 0.042 0.34
```

## Properties
HOMO-LUMO gap (Ha): 0.3592
Relative energy (zero: lowest compared OMol25 entry of this formula, charge and spin) (kJ/mol): 231.1
Highest occupied orbital energy (hartree): -0.5349
Strongest force on any atom (eV/A): 4.56
Charge: +1
E_tot (a.u.): -2786.1812

---

# 5
The following is a quantum chemistry calculation of 2 unconnected molecules or ions with the total composition CHF3O in a non-equilibrium geometry, from the Open Molecules 2025 dataset.

Geometry as XYZ:
```
6
Properties=species:S:1:pos:R:3:mulliken_charge:R:1
C -3.409 -0.048 0.018 0.65
F 0.314 0.455 -0.535 -0.38
O -4.245 -0.408 0.761 -0.36
F -2.857 -0.720 -0.911 -0.13
H 1.162 0.753 -0.676 0.38
F -2.969 1.225 -0.048 -0.16
```

## Properties
HOMO-LUMO gap (Ha): 0.4883
Relative energy (zero: lowest compared OMol25 entry of this formula, charge and spin) (kJ/mol): 29.0
SMILES string: O=C(F)F.F
Highest occupied orbital energy (hartree): -0.4635
Strongest force on any atom (eV/A): 2.52
E_tot (a.u.): -413.5498

---

- The lowest strongest force on any atom belongs to which entry?
  CHF3O

---

- highest occupied orbital energy of number 4 (C4H9BrN)?
  -0.5349 hartree

---

- Which formula does entry 3 have?
  C49H102N2O20PS

---

- Number 5 is which compound?
  CHF3O